Density functional theory data (wB97M-V/def2-TZVPD) for C23H23NOS as an isolated structure.

Calculated values
* net charge: 0
* E_HOMO: -8.06 eV
* frontier orbital gap: 8.6 eV
* LUMO energy: 0.54 eV
* energy above the lowest of the compared OMol25 structures with the same formula, charge and spin: 1605.1 kJ/mol

XYZ file:
```
49
C23H23NOS | the OMol25 dataset | wB97M-V/def2-TZVPD
C 0.655 6.010 2.038
H 1.250 5.337 2.388
H 0.856 6.527 1.216
H 0.435 6.769 2.767
S -1.232 5.269 1.646
C -0.810 4.017 0.428
C -1.845 3.359 -0.046
C -2.068 2.387 -0.881
C -0.816 2.031 -1.465
C 0.395 2.813 -1.087
C 0.382 3.634 0.121
H 1.177 4.086 0.315
H 1.246 2.561 -1.669
C -0.578 0.971 -2.364
N -0.463 -0.291 -1.735
C 1.093 -0.591 -1.489
O 1.913 0.093 -2.174
C 1.354 -1.578 -0.398
C 0.525 -1.016 1.061
C 0.975 0.208 1.371
C 0.157 0.706 2.428
C -0.451 -0.121 3.270
C -0.807 -1.344 2.939
C -0.080 -1.898 1.738
H -0.714 -2.952 1.577
H -1.557 -1.863 3.453
H -1.113 0.454 3.894
H 0.397 1.784 2.890
H 1.653 0.785 0.695
C 1.092 -2.956 -0.740
C 0.436 -3.404 -1.825
C 0.190 -4.765 -2.282
C 0.693 -5.679 -1.300
C 1.221 -5.339 -0.264
C 1.430 -4.024 0.105
H 1.911 -3.729 1.324
H 1.374 -6.105 0.577
H 0.800 -6.709 -1.567
H -0.093 -5.017 -3.164
H 0.328 -2.752 -2.556
H 2.498 -1.345 -0.245
C -1.224 -0.984 -1.039
H -1.215 -1.968 -0.837
H -1.785 -0.308 -0.364
H -2.350 -1.035 -1.777
H -1.572 0.994 -3.056
H 0.252 1.240 -3.223
H -2.840 2.103 -1.333
H -3.073 3.634 0.642
```

Density functional theory data (wB97M-V/def2-TZVPD) for one molecule with the formula C5H7NO2.

Calculated values
* net charge: 0
* E_HOMO: -8.66 eV
* frontier orbital gap: 8.2 eV
* LUMO energy: -0.42 eV
* energy above the lowest of the compared OMol25 structures with the same formula, charge and spin: 229.0 kJ/mol

XYZ file:
```
15
C5H7NO2 | the OMol25 dataset | wB97M-V/def2-TZVPD
C 0.652 -1.822 0.394
C -0.439 1.798 -0.124
C 0.875 -0.389 0.126
C -0.279 0.411 0.456
O 1.826 -0.030 -0.707
N -0.608 -1.919 -0.383
C -1.285 -0.796 -0.269
O -2.388 -0.463 -0.640
H 1.724 0.901 -0.967
H 0.524 -2.047 1.459
H 1.428 -2.458 -0.031
H -0.511 0.364 1.522
H 0.211 2.532 0.359
H -0.257 1.806 -1.204
H -1.474 2.113 0.008
```

Density functional theory data (wB97M-V/def2-TZVPD) for a 2-piece molecular cluster, C4H9NO2 overall.

Calculated values
* net charge: 0
* E_HOMO (spin up / spin down): -7.60 / -7.60 eV
* frontier orbital gap (spin up / spin down): 8.0 / 7.7 eV
* LUMO energy (spin up / spin down): 0.45 / 0.14 eV
* energy above the lowest of the compared OMol25 structures with the same formula, charge and spin: 648.4 kJ/mol

XYZ file:
```
16
C4H9NO2 | the OMol25 dataset | wB97M-V/def2-TZVPD
C 0.243 0.803 2.043
O 0.119 -0.423 1.656
C -0.045 -0.972 0.476
C 0.257 -0.358 -0.797
N -0.068 -0.907 -1.919
O -0.832 -2.058 -1.726
C 1.072 0.904 -0.931
H 0.333 0.927 3.112
H 0.329 1.613 1.333
H -1.978 0.881 1.138
H -2.037 0.314 0.643
H -0.267 -2.026 0.542
H -0.969 -2.367 -2.629
H 1.908 0.920 -0.223
H 0.465 1.802 -0.769
H 1.468 0.946 -1.948
```

Density functional theory data (wB97M-V/def2-TZVPD) for a 2-piece molecular cluster, C21H27F3N2O2S overall.

Calculated values
* net charge: 0
* E_HOMO: -5.28 eV
* frontier orbital gap: 3.5 eV
* LUMO energy: -1.74 eV

XYZ file:
```
56
C21H27F3N2O2S | the OMol25 dataset | wB97M-V/def2-TZVPD
C 0.689 1.222 -2.504
C -0.292 0.100 -2.034
C -0.415 -0.969 -3.133
C 0.199 -0.546 -0.681
C 0.075 0.220 0.477
C 0.438 -0.269 1.734
C 0.981 -1.552 1.850
C 1.105 -2.337 0.698
C 0.722 -1.838 -0.555
O -1.379 0.857 -1.996
S -3.288 -0.523 -1.165
C -3.646 0.971 -0.182
F -3.600 2.042 -0.998
F -4.891 0.908 0.376
F -2.746 1.084 0.827
H 1.703 0.898 -2.749
H 0.183 1.695 -3.352
H 0.693 1.989 -1.726
H 0.572 -1.313 -3.467
H -1.020 -1.827 -2.811
H -0.974 -0.520 -3.963
H -0.348 1.217 0.377
H 0.290 0.368 2.608
H 1.296 -1.929 2.828
H 1.529 -3.340 0.781
H 0.855 -2.461 -1.446
C -1.928 -5.912 -1.234
C -1.081 -4.873 -0.526
N -1.906 -3.831 0.181
C -2.402 -4.213 1.522
C -1.612 -3.588 2.652
C -2.519 -2.906 -0.617
C -3.219 -1.730 0.051
N -4.596 -2.155 0.372
C -5.420 -2.269 -0.712
C -6.779 -2.499 -0.537
C -7.287 -2.512 0.765
C -6.451 -2.207 1.848
C -5.097 -1.975 1.615
O -2.536 -2.995 -1.846
H -1.290 -6.552 -1.852
H -2.466 -6.540 -0.510
H -2.643 -5.398 -1.889
H -0.424 -5.326 0.231
H -0.446 -4.346 -1.250
H -3.452 -3.914 1.583
H -2.371 -5.311 1.578
H -1.979 -3.973 3.611
H -0.547 -3.835 2.562
H -1.717 -2.496 2.656
H -2.601 -1.369 0.871
H -4.935 -2.145 -1.683
H -7.372 -2.671 -1.439
H -8.334 -2.744 0.929
H -6.812 -2.168 2.879
H -4.390 -1.636 2.383
```

Density functional theory data (wB97M-V/def2-TZVPD) for an isolated ion of composition C6H15N2 and charge +1.

Calculated values
* net charge: +1
* E_HOMO: -13.12 eV
* frontier orbital gap: 9.8 eV
* SMILES string: C=CC[C@@H]([NH3+])CNC
* LUMO energy: -3.33 eV
* energy above the lowest of the compared OMol25 structures with the same formula, charge and spin: 192.8 kJ/mol

XYZ file:
```
23
C6H15N2 | the OMol25 dataset | wB97M-V/def2-TZVPD
N -1.662 -0.693 -0.347
C -0.351 -0.506 0.347
C -0.417 0.295 1.623
C 0.639 -0.115 2.620
C 1.426 -1.174 2.549
C 0.626 0.022 -0.694
N -0.051 1.090 -1.461
C -0.013 1.034 -2.912
H -2.360 -1.144 0.245
H -2.004 0.231 -0.646
H -1.524 -1.240 -1.195
H -0.040 -1.504 0.624
H -1.410 0.220 2.059
H -0.273 1.376 1.496
H 0.727 0.500 3.502
H 2.175 -1.340 3.316
H 1.719 -1.746 1.672
H 1.536 0.441 -0.294
H 0.969 -0.732 -1.411
H 0.203 2.007 -1.129
H -0.259 2.020 -3.284
H 0.963 0.723 -3.329
H -0.618 0.236 -3.351
```

Density functional theory data (wB97M-V/def2-TZVPD) for C23H20Br2N2O5Pd as an isolated structure.

Calculated values
* net charge: -2
* E_HOMO: -0.44 eV
* frontier orbital gap: 4.7 eV
* LUMO energy: 4.26 eV

XYZ file:
```
53
C23H20Br2N2O5Pd | the OMol25 dataset | wB97M-V/def2-TZVPD
Pd 0.560 -1.028 0.821
Br -0.727 3.726 -4.943
C -0.392 2.295 -3.724
C 0.066 1.162 -4.262
C 0.311 -0.029 -3.476
C 0.130 -0.060 -2.143
C -0.302 1.185 -1.419
C -0.783 2.456 -2.284
N 0.472 -1.165 -1.360
C 0.367 -2.362 -1.813
C 0.861 -3.462 -1.014
C 1.161 -4.712 -1.572
C 1.641 -5.718 -0.763
C 1.829 -5.462 0.596
C 1.501 -4.207 1.075
N 0.999 -3.240 0.305
H 0.252 1.123 -5.328
H 0.737 -0.894 -3.970
H -0.901 1.211 0.463
H -0.445 3.550 -0.512
H -0.104 -2.571 -2.775
H 1.031 -4.861 -2.638
H 1.869 -6.694 -1.175
H 2.201 -6.226 1.265
H 1.599 -3.952 2.127
C -1.279 -1.929 4.322
C 0.052 -1.171 4.299
C 0.652 -1.088 5.693
O 0.973 -1.868 3.475
C -0.286 0.260 3.741
O -0.668 1.100 4.571
O -0.226 0.413 2.483
H -1.142 -2.922 4.764
H -1.637 -2.048 3.297
H -2.026 -1.375 4.897
H 0.565 -2.050 6.211
H 0.137 -0.315 6.261
H 1.711 -0.830 5.617
H 0.801 -1.511 2.538
Br -3.599 1.731 -2.447
C -2.168 2.983 -2.163
C -2.479 4.303 -1.992
C -1.673 5.472 -1.895
C -0.261 5.628 -1.984
C 0.687 4.660 -1.848
C 0.192 3.351 -1.393
C 0.904 2.095 -0.973
O 1.959 1.852 -0.473
O -1.158 0.809 -0.375
H -3.546 4.509 -1.973
H -2.240 6.398 -1.872
H 0.085 6.637 -2.212
H 1.736 4.840 -2.046
```

Density functional theory data (wB97M-V/def2-TZVPD) for a 6-piece molecular cluster, C42H98N6O10 overall.

Calculated values
* net charge: 0
* E_HOMO: -7.99 eV
* frontier orbital gap: 8.5 eV
* SMILES string: CC1(C)CCCC(C)(C)N1O.CC1(C)CCCC(C)(C)N1O.COCCNCCOC.COCCNCCOC.COCCNCCOC.COCCNCCOC
* LUMO energy: 0.52 eV
* energy above the lowest of the compared OMol25 structures with the same formula, charge and spin: 722.6 kJ/mol

XYZ file:
```
156
C42H98N6O10 | the OMol25 dataset | wB97M-V/def2-TZVPD
C -0.616 4.949 0.779
O -1.983 4.752 0.900
C -2.653 5.917 1.297
C -4.224 5.942 1.094
N -4.874 4.805 1.765
C -6.054 4.289 1.176
C -6.231 2.824 1.503
O -5.135 1.941 1.104
C -5.216 0.474 1.408
H -0.213 5.232 -0.193
H -0.224 3.979 1.086
H -0.191 5.609 1.535
H -2.301 6.725 0.656
H -2.336 6.109 2.323
H -4.196 5.756 0.020
H -4.616 6.920 1.370
H -4.110 4.146 1.815
H -6.115 4.366 0.090
H -6.864 4.873 1.610
H -7.118 2.491 0.964
H -6.502 2.714 2.552
H -5.805 -0.090 0.685
H -5.771 0.156 2.291
H -4.261 -0.051 1.418
C -0.111 -10.473 -1.863
O -0.976 -9.796 -2.691
C -0.370 -9.084 -3.745
C -1.545 -8.577 -4.561
N -2.152 -9.595 -5.484
C -3.375 -9.048 -6.145
C -2.951 -8.342 -7.592
O -4.043 -7.905 -8.352
C -5.080 -7.269 -7.573
H 0.469 -9.699 -1.361
H 0.700 -11.109 -2.218
H -0.633 -11.108 -1.148
H 0.285 -9.623 -4.430
H 0.288 -8.331 -3.313
H -1.238 -7.694 -5.122
H -2.299 -8.323 -3.816
H -2.046 -10.512 -5.075
H -4.062 -8.469 -5.527
H -4.043 -9.850 -6.458
H -2.282 -8.986 -8.162
H -2.463 -7.396 -7.357
H -4.660 -6.702 -6.741
H -5.761 -7.992 -7.124
H -5.634 -6.542 -8.167
C 6.139 -4.059 -6.678
O 5.343 -3.252 -5.817
C 6.270 -2.607 -4.909
C 5.428 -1.566 -4.082
N 4.324 -2.171 -3.297
C 3.436 -1.165 -2.757
C 2.185 -1.841 -2.134
O 1.329 -2.677 -2.925
C 0.649 -1.911 -3.932
H 5.438 -4.335 -7.465
H 6.319 -5.091 -6.380
H 6.999 -3.608 -7.175
H 7.004 -2.021 -5.464
H 6.873 -3.262 -4.280
H 5.000 -0.953 -4.876
H 6.101 -1.004 -3.434
H 3.937 -2.847 -3.939
H 3.244 -0.289 -3.376
H 4.006 -1.057 -1.834
H 1.496 -1.157 -1.637
H 2.368 -2.590 -1.365
H -0.007 -2.555 -4.518
H 1.350 -1.396 -4.588
H -0.003 -1.194 -3.432
C 6.731 -5.822 10.570
O 6.343 -4.541 10.184
C 7.017 -4.049 9.080
C 6.708 -4.621 7.724
N 5.441 -5.328 7.663
C 4.989 -5.510 6.246
C 5.993 -6.347 5.382
O 7.258 -5.620 5.231
C 7.295 -4.623 4.222
H 7.629 -5.842 11.188
H 6.915 -6.407 9.668
H 5.849 -6.148 11.120
H 8.091 -4.003 9.259
H 6.582 -3.060 8.938
H 7.491 -5.372 7.629
H 6.928 -3.981 6.870
H 4.905 -4.867 8.385
H 4.564 -4.626 5.771
H 4.050 -6.057 6.334
H 5.632 -6.536 4.371
H 6.096 -7.328 5.847
H 6.932 -3.679 4.629
H 6.664 -4.847 3.362
H 8.317 -4.437 3.893
C -1.392 2.791 7.705
C -1.793 1.801 8.833
C -1.064 2.238 10.182
C -1.763 3.390 10.868
C -3.261 3.120 11.102
C -4.024 2.697 9.865
N -3.292 1.774 8.994
O -4.040 1.234 7.906
C -5.110 1.766 10.440
C -4.701 3.986 9.245
C -1.294 0.402 8.510
H -1.724 2.375 6.754
H -0.311 2.780 7.571
H -1.635 3.848 7.817
H -0.948 1.339 10.788
H -0.028 2.426 9.902
H -1.642 4.346 10.360
H -1.245 3.477 11.823
H -3.711 3.999 11.562
H -3.123 2.331 11.842
H -4.814 0.737 10.643
H -5.660 2.250 11.248
H -5.818 1.421 9.686
H -4.548 4.960 9.709
H -4.211 4.172 8.289
H -5.776 3.935 9.417
H -1.916 -0.133 7.792
H -1.217 -0.278 9.359
H -0.335 0.400 7.992
H -4.172 2.073 7.457
C 2.281 7.083 -8.087
C 0.685 6.959 -8.445
C -0.072 6.371 -7.205
C -1.668 6.434 -7.415
C -2.004 7.834 -7.800
C -1.227 8.456 -9.075
N 0.210 8.305 -8.927
O 0.897 8.657 -10.080
C -1.756 7.784 -10.398
C -1.672 9.919 -9.073
C 0.609 5.808 -9.464
H 2.806 7.517 -8.937
H 2.726 6.088 -8.078
H 2.407 7.771 -7.250
H 0.272 5.394 -6.865
H 0.033 7.062 -6.369
H -2.048 6.190 -6.423
H -2.037 5.705 -8.137
H -1.767 8.539 -7.003
H -3.090 7.923 -7.836
H -2.703 8.206 -10.735
H -1.120 7.904 -11.276
H -1.986 6.732 -10.232
H -2.757 10.005 -9.134
H -1.287 10.406 -8.177
H -1.169 10.480 -9.860
H 0.977 4.939 -8.919
H 1.051 5.981 -10.445
H -0.375 5.474 -9.794
H 0.290 8.275 -10.719
```

Density functional theory data (wB97M-V/def2-TZVPD) for a 2-piece molecular cluster, C10H19O8P overall.

Calculated values
* net charge: 0
* E_HOMO: -9.30 eV
* frontier orbital gap: 7.0 eV
* SMILES string: O=C(O)CC[C@H]1CCC(=O)O1.COP(=O)(OC)OC
* LUMO energy: -2.32 eV
* energy above the lowest of the compared OMol25 structures with the same formula, charge and spin: 623.6 kJ/mol

XYZ file:
```
38
C10H19O8P | the OMol25 dataset | wB97M-V/def2-TZVPD
O -2.943 -5.864 -3.590
C -2.938 -4.616 -3.668
O -3.488 -3.900 -4.781
C -2.317 -3.741 -2.487
C -1.778 -4.633 -1.249
C -1.431 -3.612 -0.064
C -0.108 -3.812 0.816
C 0.835 -2.552 0.398
C -0.300 -1.440 0.096
O -0.212 -0.215 0.301
O -1.348 -2.217 -0.462
H -3.670 -2.982 -4.455
H -1.421 -3.132 -2.856
H -3.168 -3.063 -2.104
H -0.896 -5.247 -1.629
H -2.568 -5.377 -0.872
H -2.351 -3.628 0.607
H -0.451 -3.639 1.899
H 0.533 -4.743 0.657
H 1.261 -2.810 -0.634
H 1.596 -2.219 1.186
C 0.308 2.295 0.572
O 0.272 3.474 1.371
P 1.477 4.670 1.100
O 1.451 4.498 -0.415
O 2.622 3.707 1.775
C 2.441 3.351 3.141
O 2.633 5.939 0.975
C 2.065 7.225 0.744
H -0.272 1.531 1.080
H -0.152 2.489 -0.398
H 1.329 1.931 0.442
H 2.143 2.301 3.199
H 1.676 3.966 3.624
H 3.387 3.481 3.670
H 1.409 7.497 1.574
H 1.500 7.231 -0.192
H 2.872 7.955 0.677
```

Density functional theory data (wB97M-V/def2-TZVPD) for one molecule with the formula C4H9FO.

Calculated values
* net charge: 0
* E_HOMO: -10.61 eV
* frontier orbital gap: 11.6 eV
* SMILES string: CC(C)COF
* LUMO energy: 0.98 eV
* energy above the lowest of the compared OMol25 structures with the same formula, charge and spin: 393.3 kJ/mol

XYZ file:
```
15
C4H9FO | the OMol25 dataset | wB97M-V/def2-TZVPD
C 0.401 1.382 0.479
C 0.106 -0.663 -1.023
C -1.594 -0.167 0.894
C -0.624 0.523 -0.179
O -2.562 -0.925 0.199
F -3.188 -0.026 -0.727
H 0.239 1.481 1.516
H 0.383 2.424 0.103
H 1.313 0.911 0.210
H 0.340 -1.368 -0.227
H 0.926 -0.242 -1.677
H -0.568 -1.127 -1.680
H -1.062 -0.975 1.457
H -1.959 0.497 1.704
H -1.219 1.309 -0.752
```